ORCA calculation (the ωB97M-V functional and the def2-TZVPD basis) on C43H55N3P2Si2W as an isolated structure.

Output
DFT total energy	-3164.63141	Eh
HOMO-LUMO gap (alpha / beta)	6.2 / 5.8	eV
net charge	0
multiplicity	3

Atoms and positions in Å:
1 W 0.294 -1.015 0.765
2 C 3.976 -2.737 0.710
3 Si 3.760 -0.962 1.324
4 C 3.649 -0.861 3.208
5 C 5.275 0.013 0.776
6 N 2.310 -0.342 0.604
7 P 1.808 1.190 0.370
8 C 0.230 0.902 -0.053
9 P -1.405 1.104 0.171
10 N -1.978 -0.364 0.464
11 Si -2.812 -1.467 1.441
12 C -2.474 -1.398 3.296
13 C -2.189 -3.109 0.703
14 C -4.682 -1.433 1.201
15 C -2.191 1.782 -1.313
16 C -1.463 1.874 -2.490
17 C -2.062 2.358 -3.645
18 C -3.391 2.747 -3.627
19 C -4.126 2.657 -2.450
20 C -3.525 2.179 -1.298
21 C -1.851 2.337 1.425
22 C -2.905 2.153 2.310
23 C -3.224 3.130 3.242
24 C -2.494 4.307 3.289
25 C -1.449 4.508 2.395
26 C -1.136 3.529 1.469
27 C 2.729 2.012 -0.959
28 C 2.681 3.392 -1.136
29 C 3.237 3.976 -2.263
30 C 3.843 3.183 -3.226
31 C 3.882 1.806 -3.063
32 C 3.319 1.222 -1.940
33 C 2.163 2.159 1.862
34 C 3.350 2.872 2.010
35 C 3.675 3.461 3.222
36 C 2.813 3.347 4.302
37 C 1.628 2.637 4.163
38 C 1.310 2.043 2.955
39 H 4.339 -3.422 1.476
40 H 4.690 -2.762 -0.114
41 H 3.034 -3.126 0.317
42 H 4.236 -1.638 3.700
43 H 2.612 -0.953 3.534
44 H 4.010 0.106 3.563
45 H 6.177 -0.427 1.204
46 H 5.235 1.049 1.106
47 H 5.388 0.009 -0.308
48 H -1.410 -1.398 3.528
49 H -2.943 -2.252 3.789
50 H -2.893 -0.496 3.742
51 H -1.056 -2.451 -0.830
52 H -2.878 -3.464 -0.068
53 H -2.095 -3.917 1.420
54 H -5.185 -0.755 1.891
55 H -5.122 -2.419 1.350
56 H -4.920 -1.113 0.185
57 H -0.423 1.566 -2.491
58 H -1.483 2.431 -4.556
59 H -3.857 3.123 -4.529
60 H -5.163 2.965 -2.428
61 H -4.100 2.122 -0.381
62 H -3.485 1.240 2.278
63 H -4.046 2.971 3.929
64 H -2.736 5.068 4.020
65 H -0.873 5.424 2.425
66 H -0.314 3.692 0.779
67 H 2.206 4.020 -0.391
68 H 3.194 5.050 -2.389
69 H 4.279 3.637 -4.106
70 H 4.348 1.183 -3.815
71 H 3.329 0.145 -1.822
72 H 4.042 2.970 1.185
73 H 4.606 4.005 3.321
74 H 3.064 3.802 5.251
75 H 0.945 2.538 4.997
76 H 0.397 1.462 2.863
77 C -0.674 -4.987 3.122
78 C 0.527 -4.535 2.283
79 C 0.944 -3.112 2.620
80 C 0.465 -4.852 0.790
81 C 1.135 -6.017 0.414
82 C 1.234 -6.419 -0.903
83 C 0.661 -5.643 -1.889
84 C -0.035 -4.479 -1.580
85 C -0.585 -3.674 -2.753
86 C -2.093 -3.384 -2.724
87 C 0.223 -2.398 -3.018
88 C -0.136 -4.097 -0.230
89 N -0.851 -2.880 0.066
90 H -0.348 -5.174 4.146
91 H -1.109 -5.908 2.734
92 H -1.455 -4.230 3.178
93 H 1.364 -5.156 2.623
94 H 0.162 -2.369 2.296
95 H 1.928 -2.883 2.232
96 H 0.949 -2.937 3.698
97 H 1.610 -6.611 1.185
98 H 1.772 -7.321 -1.163
99 H 0.752 -5.934 -2.928
100 H -0.436 -4.329 -3.615
101 H -2.353 -2.463 -2.196
102 H -2.652 -4.204 -2.277
103 H -2.455 -3.255 -3.745
104 H 0.167 -1.677 -2.195
105 H -0.146 -1.905 -3.918
106 H 1.278 -2.631 -3.160

ORCA calculation (the ωB97M-V functional and the def2-TZVPD basis) on C43H55N7OPbSiTe as an isolated structure.

Output
DFT total energy	-2880.42732	Eh
HOMO-LUMO gap	7.3	eV
energy above the lowest of the compared OMol25 structures with the same formula, charge and spin	30.4	kcal/mol
net charge	0

Atoms and positions in Å:
1 Pb 1.167 0.704 -0.291
2 C -4.435 -0.162 -1.093
3 N -3.656 0.310 0.037
4 C -4.259 1.413 0.749
5 C -2.348 -0.125 0.191
6 N -1.307 0.626 0.397
7 C -1.360 2.035 0.336
8 C -1.818 2.655 -0.806
9 C -1.829 4.052 -0.914
10 C -1.346 4.818 0.104
11 C -0.808 4.229 1.271
12 C -0.238 5.041 2.277
13 C 0.329 4.479 3.382
14 C 0.293 3.092 3.570
15 C -0.282 2.249 2.640
16 N -0.274 0.878 2.884
17 C -0.892 0.386 3.902
18 N -0.685 -0.906 4.309
19 C 0.613 -1.524 4.138
20 C -1.710 -1.680 4.980
21 N -1.882 1.029 4.655
22 C -1.655 1.143 6.087
23 C -2.660 2.122 4.113
24 C -0.813 2.809 1.420
25 N -2.214 -1.480 0.160
26 C -0.909 -2.115 0.113
27 C -3.274 -2.340 0.663
28 H -4.769 0.694 -1.688
29 H -5.325 -0.711 -0.766
30 H -3.832 -0.805 -1.730
31 H -5.220 1.084 1.158
32 H -4.439 2.277 0.104
33 H -3.631 1.731 1.575
34 H -2.145 2.036 -1.633
35 H -2.206 4.511 -1.819
36 H -1.354 5.898 0.028
37 H -0.239 6.116 2.146
38 H 0.795 5.101 4.136
39 H 0.727 2.654 4.461
40 H 1.367 -1.049 4.773
41 H 0.936 -1.431 3.110
42 H 0.548 -2.577 4.405
43 H -2.679 -1.214 4.825
44 H -1.533 -1.772 6.058
45 H -1.730 -2.687 4.557
46 H -0.889 0.443 6.409
47 H -2.577 0.942 6.639
48 H -1.319 2.156 6.339
49 H -2.772 1.991 3.041
50 H -2.211 3.102 4.303
51 H -3.651 2.100 4.574
52 H -0.262 -1.582 -0.580
53 H -1.044 -3.133 -0.250
54 H -0.443 -2.137 1.106
55 H -4.081 -1.749 1.087
56 H -2.868 -2.979 1.452
57 H -3.675 -2.983 -0.125
58 C 2.258 -2.956 -2.798
59 C 2.341 -1.792 -3.793
60 C 2.671 -2.357 -5.177
61 C 3.476 -0.854 -3.363
62 Si 0.699 -0.814 -3.662
63 O 0.528 -0.355 -2.145
64 C -0.773 -1.905 -4.164
65 C -1.834 -2.071 -3.274
66 C -2.897 -2.918 -3.555
67 C -2.930 -3.614 -4.754
68 C -1.912 -3.424 -5.679
69 C -0.857 -2.572 -5.388
70 C 0.644 0.682 -4.824
71 C 0.811 0.607 -6.208
72 C 0.660 1.724 -7.017
73 C 0.320 2.948 -6.459
74 C 0.157 3.049 -5.085
75 C 0.319 1.928 -4.284
76 H 3.207 -3.501 -2.752
77 H 1.472 -3.661 -3.083
78 H 2.023 -2.579 -1.800
79 H 3.654 -2.839 -5.164
80 H 2.702 -1.570 -5.934
81 H 1.940 -3.107 -5.483
82 H 4.423 -1.397 -3.283
83 H 3.260 -0.408 -2.389
84 H 3.607 -0.043 -4.084
85 H -1.810 -1.521 -2.341
86 H -3.704 -3.035 -2.840
87 H -3.736 -4.305 -4.965
88 H -1.949 -3.943 -6.629
89 H -0.080 -2.431 -6.131
90 H 1.058 -0.340 -6.675
91 H 0.799 1.638 -8.088
92 H 0.178 3.815 -7.092
93 H -0.104 4.001 -4.639
94 H 0.184 2.010 -3.211
95 Te 3.771 1.015 1.827
96 C 4.977 -0.041 3.229
97 C 4.997 -1.424 3.351
98 C 5.754 -2.021 4.350
99 C 6.510 -1.248 5.218
100 C 6.499 0.133 5.089
101 C 5.732 0.736 4.104
102 H 4.447 -2.026 2.645
103 H 5.753 -3.100 4.445
104 H 7.108 -1.718 5.988
105 H 7.090 0.745 5.758
106 H 5.727 1.815 4.003
107 N 3.563 -1.682 0.588
108 C 2.894 -0.622 0.635
109 H 3.146 -2.417 0.015